Entry 1:
9 unconnected molecules or ions with the total composition C26H70O10 at a distorted geometry, computed with ωB97M-V with the def2-TZVPD basis set.

XYZ file:
```
106
Properties=species:S:1:pos:R:3:lowdin_charge:R:1
C -1.7912 0.9246 5.3692 -0.175
C -0.6662 0.2046 4.6542 -0.263
O 0.4128 1.0236 4.4232 -0.042
O -2.9892 0.0516 5.4562 -0.126
H -2.0372 1.8286 4.8672 0.098
H -1.6722 1.0566 6.3562 0.081
H -0.8552 -0.0754 3.6592 0.074
H -0.5182 -0.6134 5.3222 0.120
H 1.2068 0.5116 4.6862 0.116
H -3.8262 0.6886 5.5442 0.158
C -1.7852 2.1876 -3.1798 -0.025
C -3.3032 2.1326 -3.4498 -0.488
C -4.1722 1.6896 -2.2508 -0.025
O -3.5892 3.4536 -3.7488 -0.061
H -1.6962 1.2446 -2.6138 0.070
H -1.3372 2.8296 -2.5488 0.024
H -1.2562 2.4156 -4.1008 0.095
H -3.4732 1.5906 -4.1438 0.030
H -3.9052 2.5156 -1.4908 0.111
H -3.9402 0.6196 -2.0738 0.068
H -5.2722 2.0126 -2.3998 0.109
H -2.7852 3.9076 -4.1698 0.130
C 1.4888 3.3886 -1.5688 -0.037
C 2.7458 4.3486 -1.7668 -0.414
C 3.9208 3.5306 -2.4168 -0.026
O 2.2278 5.2546 -2.6758 -0.052
H 1.3228 2.8456 -0.6148 0.073
H 1.1278 2.8066 -2.2518 -0.014
H 0.6168 3.9556 -1.0878 0.074
H 3.0198 4.8736 -0.9238 0.105
H 3.6998 2.9596 -3.2478 0.036
H 4.2558 2.7046 -1.7478 0.090
H 4.7138 4.2566 -2.5128 0.072
H 1.4688 5.6846 -2.2778 0.087
C -2.9422 0.1566 2.4832 0.003
C -3.4822 -0.2174 1.0342 -0.447
C -3.0762 -1.7034 0.7632 -0.023
O -4.8392 -0.0864 1.1092 0.004
H -3.3872 1.1676 2.6762 0.101
H -1.8962 0.0146 2.4462 0.037
H -3.2632 -0.4044 3.1262 -0.021
H -3.0372 0.2626 0.2202 0.048
H -3.6542 -2.2974 1.4712 0.123
H -2.1152 -1.9294 0.7952 0.002
H -3.1562 -1.7674 -0.2148 -0.003
H -5.1622 -0.3154 0.2512 0.082
C 1.1358 -1.8504 -4.5518 -0.038
C 2.5288 -1.7234 -3.7828 -0.447
C 2.9398 -0.2574 -3.8608 -0.058
O 2.3038 -2.0974 -2.4858 -0.041
H 0.2588 -1.2394 -4.0178 0.110
H 0.7928 -2.9464 -4.5458 0.093
H 1.1858 -1.5144 -5.5168 0.024
H 3.3808 -2.5634 -4.1578 0.188
H 3.2328 0.1466 -4.8618 0.099
H 3.6898 0.0806 -3.1598 0.071
H 2.0498 0.3156 -3.6898 0.055
H 2.0518 -2.9164 -2.4858 -0.058
C 3.4998 -5.6304 -2.6208 -0.047
C 2.2778 -5.4214 -1.7768 -0.583
C 2.6858 -4.7154 -0.5098 -0.053
O 1.3208 -4.7134 -2.4498 -0.070
H 4.2738 -6.3414 -2.2738 0.091
H 3.8598 -4.6064 -2.9148 0.087
H 3.1308 -6.1284 -3.5788 0.097
H 1.7648 -6.2794 -1.5108 0.112
H 1.6878 -4.7314 -0.0458 0.088
H 2.9478 -3.6794 -0.6278 0.057
H 3.6138 -4.9224 0.1332 0.119
H 0.4088 -5.2094 -2.1998 0.201
C 1.0868 -3.4264 4.4272 -0.067
C 1.3818 -2.6424 3.1992 -0.374
C 2.8308 -2.8284 2.5422 -0.017
O 0.5098 -3.2124 2.0962 -0.023
H 1.8638 -3.1264 5.1952 0.093
H 1.1458 -4.5524 4.1772 0.121
H 0.1728 -3.0784 4.9302 0.068
H 1.4148 -1.6144 3.2552 0.087
H 2.9088 -2.1944 1.7632 0.026
H 3.0198 -3.7304 2.2462 -0.005
H 3.5768 -2.3574 3.2892 0.115
H 0.2078 -2.6004 1.5722 -0.060
C -2.1582 3.7726 2.3022 -0.013
C -0.5202 3.8956 2.4642 -0.477
C -0.1452 5.2736 1.9732 -0.051
O -0.3392 3.8976 3.8032 0.012
H -2.3372 4.0206 1.1952 0.095
H -2.4432 4.4786 3.0202 0.043
H -2.6682 2.8686 2.6952 0.035
H -0.0242 3.1116 1.9642 0.102
H 0.9408 5.4466 2.0352 0.081
H -0.7282 6.0766 2.2402 0.049
H -0.1152 5.1056 0.7792 0.105
H -0.0842 3.1166 4.0732 -0.027
C -1.3222 -1.5264 -1.4358 -0.033
C -0.2772 -0.5574 -0.7818 -0.390
C -0.9722 0.1616 0.4822 -0.031
O 0.8008 -1.3274 -0.3358 -0.025
H -1.5462 -2.2774 -0.6428 0.068
H -0.8312 -1.9654 -2.2888 0.050
H -2.3232 -0.9634 -1.6558 0.100
H 0.0518 0.2066 -1.5188 0.119
H -1.8222 0.7616 0.2392 0.070
H -0.2392 0.9786 0.9182 0.135
H -0.8042 -0.4504 1.0652 -0.085
H 1.4168 -1.4884 -1.0248 0.030
```

The HOMO energy is -9.44 eV. The SMILES is CC(C)O.CC(C)O.CC(C)O.CC(C)O.CC(C)O.CC(C)O.CC(C)O.CC(C)O.OCCO. Its charge is 0. The frontier orbital gap comes out at 9.8 eV.

Entry 2:
7 unconnected molecules or ions with the total composition C26H72N6O8 at a distorted geometry, computed with ωB97M-V with the def2-TZVPD basis set.

XYZ file:
```
112
Properties=species:S:1:pos:R:3:mulliken_spin:R:1
C -1.1371 -1.0093 -6.0214 0.007
C -1.0439 -2.2877 -5.2391 -0.210
C -2.3345 -2.6974 -4.5763 0.044
O -2.7127 -1.6928 -3.6416 -0.050
C -3.8206 -2.1319 -2.8165 -0.030
N -0.5878 -3.2497 -6.2051 -0.023
H -1.8524 -1.0380 -6.8433 0.007
H -0.2381 -0.8028 -6.6021 -0.013
H -1.3780 -0.1360 -5.4152 0.003
H -0.2785 -2.0861 -4.4896 0.237
H -2.1180 -3.6010 -4.0064 -0.009
H -3.1456 -2.9877 -5.2440 0.030
H -4.0986 -1.4281 -2.0319 -0.003
H -3.6331 -3.0562 -2.2700 0.026
H -4.6962 -2.2235 -3.4592 -0.011
H -1.3637 -3.4526 -6.8190 0.000
H -0.6303 -4.0813 -5.6335 -0.033
C 2.6310 -0.0880 2.3110 0.558
C 1.7479 1.0853 2.7520 -0.734
C 2.5579 2.4283 2.7561 0.746
O 1.7713 3.5324 3.1656 -0.503
C 2.6119 4.6489 3.2337 0.520
N 0.5655 1.1213 1.8608 -0.137
H 3.2680 -0.4847 3.1015 -0.312
H 3.3398 0.1001 1.5046 0.120
H 1.9887 -0.8893 1.9456 0.256
H 1.4526 0.9704 3.7949 0.082
H 2.7370 2.5461 1.6873 -0.111
H 3.4634 2.3111 3.3515 0.054
H 2.9520 4.7025 4.2679 -0.012
H 2.1739 5.6470 3.2358 0.028
H 3.3156 4.6038 2.4024 -0.066
H 0.8175 1.1318 0.8828 0.109
H 0.0565 1.9808 2.0103 0.061
C -1.5395 -4.3570 1.3390 0.030
C -2.5091 -5.5212 1.2307 -0.018
C -2.6291 -6.3352 2.5093 0.000
O -1.3390 -6.5430 3.0673 -0.040
C -1.3200 -6.9691 4.4352 0.020
N -3.7774 -4.9987 0.6795 -0.006
H -0.5201 -4.7072 1.5011 0.024
H -1.7925 -3.8151 2.2502 0.044
H -1.4370 -3.7514 0.4385 0.043
H -2.0612 -6.1803 0.4870 0.033
H -3.1009 -7.3108 2.3921 -0.001
H -3.2616 -5.8227 3.2342 0.003
H -1.8749 -6.3779 5.1637 0.000
H -0.3306 -7.2128 4.8224 0.001
H -1.9154 -7.8821 4.4378 -0.004
H -3.6009 -4.4969 -0.1791 -0.011
H -4.1267 -4.2656 1.2801 -0.003
C 2.6406 -0.1274 -3.8581 -0.037
C 4.0034 0.1074 -3.0480 1.043
C 4.7805 1.4314 -3.2763 0.084
O 5.5865 1.3513 -4.4606 -0.406
C 5.8680 2.6140 -5.1018 0.066
N 3.6458 -0.0600 -1.6576 -1.308
H 2.7578 -0.1214 -4.9417 -0.021
H 1.8531 0.6018 -3.6678 0.035
H 2.1748 -1.0518 -3.5166 -0.246
H 4.6552 -0.6955 -3.3926 0.775
H 5.4006 1.6395 -2.4043 0.049
H 4.1523 2.3222 -3.2798 0.470
H 6.0588 3.4012 -4.3724 -0.009
H 5.0241 2.9198 -5.7203 0.008
H 6.7324 2.5865 -5.7652 -0.048
H 4.4315 0.2639 -1.1118 0.310
H 3.5272 -1.0353 -1.4238 -0.201
C 1.4770 3.7419 -1.2010 -0.045
C 0.8460 5.0842 -1.0233 -0.037
C 0.2489 5.2575 0.4561 -0.024
O -0.7960 4.2757 0.6277 -0.012
C -1.3087 4.0608 1.9454 -0.011
N 1.8145 6.1392 -1.3766 0.029
H 2.1690 3.4991 -0.3946 0.121
H 1.9950 3.6628 -2.1568 0.102
H 0.6527 3.0290 -1.1795 0.007
H -0.0375 5.2204 -1.6469 -0.012
H -0.2664 6.2169 0.5017 -0.009
H 1.0424 5.1896 1.2003 0.033
H -2.0307 3.2444 1.9554 0.001
H -1.8957 4.9745 2.0390 -0.005
H -0.6273 4.1052 2.7950 0.005
H 2.6884 5.9514 -0.9065 -0.037
H 1.5663 7.0440 -1.0029 -0.009
C -3.5883 -1.4037 3.1348 0.006
C -3.4995 0.1165 3.3944 -0.013
C -2.2629 0.4387 4.3100 0.046
O -2.3174 1.8022 4.6104 -0.003
C -1.1830 2.2092 5.3240 0.011
N -3.2418 0.5907 2.0546 0.009
H -2.7880 -1.7387 2.4750 -0.002
H -4.5544 -1.6422 2.6900 0.001
H -3.5230 -1.9980 4.0463 -0.003
H -4.4578 0.4723 3.7727 -0.001
H -1.3839 0.2003 3.7111 -0.015
H -2.2343 -0.1684 5.2148 0.009
H -1.3410 3.2431 5.6309 -0.001
H -0.2247 2.1740 4.8058 -0.006
H -1.1772 1.7189 6.2975 -0.003
H -2.6463 -0.0209 1.5147 -0.002
H -2.6284 1.3911 2.1108 -0.003
C 0.0773 -0.6493 -1.2469 0.393
C -1.2817 -0.6821 -0.5304 -0.297
O -0.9977 -0.8456 0.8565 -0.147
O 0.9038 0.3342 -0.7738 -0.542
H 0.0134 -0.4695 -2.3200 0.150
H 0.5027 -1.6339 -1.0524 0.028
H -1.9892 -1.3938 -0.9558 -0.064
H -1.7643 0.2747 -0.7299 -0.012
H -0.2772 -0.2690 1.1211 0.012
H 1.7894 0.2664 -1.1380 0.041
```

Its expectation value of S² is 0.7504. The HOMO energy (alpha / beta) is 0.57 / -6.65 eV. Its charge is -1. As for the spin multiplicity: 2. The frontier orbital gap (alpha / beta) comes out at 1.9 / 9.1 eV.

Computed values of E_tot (unit: Eh) for the preceding records, in sequence: -1784.3610 -1964.0230.